# C5H17N2O

A cluster of 2 separate species, C5H17N2O in total in a non-equilibrium geometry (wB97M-V/def2-TZVPD, OMol25).

The LUMO energy comes out at -0.107 Eh. The value obtained for the molar mass is 121.2 g mol⁻¹. The value obtained for the electronic energy is -385.20873 Ha. The HOMO-LUMO gap is 10.2 eV. Its net charge is +1.

Bonds (Å) are listed after each position.
Cartesian coordinates (Å):
1 N -1.461 0.336 0.543  C2 1.506, H8 1.010, H9 1.025, H10 1.016
2 C -1.496 -0.061 -0.909  N1 1.506, C3 1.534, C4 1.545, H11 1.085
3 C -2.275 1.002 -1.694  C2 1.534, H12 1.086, H13 1.089, H14 1.095
4 C -0.038 -0.213 -1.397  C2 1.545, N5 1.484, H15 1.091, H16 1.093
5 N 0.612 -1.121 -0.420  C4 1.484, C6 1.482, H17 1.014
6 C 1.968 -0.610 -0.108  N5 1.482, C7 1.541, H18 1.092, H19 1.088
7 C 2.919 -1.712 0.399  C6 1.541, H20 1.092, H21 1.082, H22 1.096
8 H -1.740 -0.422 1.148  N1 1.010
9 H -0.541 0.622 0.890  N1 1.025
10 H -2.129 1.092 0.664  N1 1.016
11 H -1.822 -1.088 -1.039  C2 1.085
12 H -2.685 0.646 -2.634  C3 1.086
13 H -1.624 1.855 -1.876  C3 1.089
14 H -3.155 1.262 -1.098  C3 1.095
15 H -0.096 -0.618 -2.408  C4 1.091
16 H 0.419 0.770 -1.533  C4 1.093
17 H 0.683 -2.038 -0.847  N5 1.014
18 H 2.439 -0.202 -1.004  C6 1.092
19 H 1.941 0.139 0.680  C6 1.088
20 H 3.465 -1.287 1.244  C7 1.092
21 H 3.597 -2.123 -0.338  C7 1.082
22 H 2.381 -2.517 0.913  C7 1.096
23 H 0.381 1.647 3.519  O25 0.972
24 H -0.321 2.801 2.819  O25 0.958
25 O -0.195 1.853 2.764  H23 0.972, H24 0.958